# 1
The following is a quantum chemistry calculation of 2 unconnected molecules or ions with the total composition C4H12 in a non-equilibrium geometry, from OMol25.

Its electronic energy is -159.1499 a.u. The total charge is +1. The spin multiplicity is 2. As for the HOMO energy (spin up / spin down): -16.96 / -15.22 eV.

Cartesian coordinates (Å):
C: -2.509 0.348 0.063
C: 1.930 -0.561 -0.253
C: -1.589 -0.715 0.528
C: 2.114 0.946 -0.427
H: 1.313 1.414 -0.995
H: -3.402 0.441 0.750
H: -2.158 -1.648 0.739
H: 2.899 -1.067 -0.085
H: -2.941 0.328 -0.934
H: -2.055 1.334 0.235
H: 1.546 -0.821 0.769
H: -0.995 -0.301 1.334
H: 2.195 1.382 0.563
H: 1.437 -1.094 -1.066
H: 3.088 1.071 -0.928
H: -0.870 -1.055 -0.292

Löwdin population analysis, charges in e, atoms 1 to 2: number 1, C, carries -0.089; number 2, C, carries -0.085

# 2
The following is a quantum chemistry calculation of H2S in the gas phase in a non-equilibrium geometry, from OMol25.

Its electronic energy is -399.3512 a.u. The spin multiplicity is 1. As for the HOMO energy: -9.78 eV.

Cartesian coordinates (Å):
S: -0.446 -0.351 -0.163
H: -0.267 0.809 -0.722
H: 0.713 -0.459 0.885

Löwdin population analysis, charges in e, atoms 1 to 2: number 1, S, carries 0.370; number 2, H, carries -0.294

# 3
The following is a quantum chemistry calculation of a molecular structure, C20H21BBrN7O7PdS2, from OMol25.

Its electronic energy is -5207.8249 a.u. The spin multiplicity is 1. As for the HOMO energy: -8.34 eV.

Cartesian coordinates (Å):
Pd: -0.066 0.358 0.296
Br: -0.003 -0.765 -3.829
S: -1.478 1.703 -0.887
S: -1.813 -0.309 1.591
O: 3.738 -3.865 6.369
O: 5.704 1.882 5.255
O: 1.616 0.953 -0.919
O: 2.834 1.013 1.403
O: 6.024 0.353 6.737
O: 2.185 -4.098 4.895
O: 1.309 -0.628 1.619
N: -1.252 1.907 3.141
N: 3.081 -3.474 5.430
N: -0.895 3.519 1.125
N: 1.306 -1.861 -1.677
N: 5.497 0.789 5.736
N: 0.163 3.883 -0.747
N: -0.800 0.001 4.100
C: -0.074 4.607 1.302
C: -0.746 -1.429 4.342
C: 3.023 -0.460 3.229
C: 4.541 -0.094 5.033
C: 0.592 3.770 -2.132
C: -0.712 2.168 4.379
C: 2.749 -1.721 3.735
C: -0.071 -4.261 -1.648
C: 1.579 -2.796 -0.762
C: -0.364 -3.302 -2.600
C: 0.921 -4.009 -0.710
C: 0.584 4.843 0.144
C: -0.434 0.990 4.985
C: 2.336 0.034 1.975
C: 3.389 -2.135 4.889
C: -1.277 0.576 2.978
C: 4.293 -1.343 5.567
C: 0.365 -2.123 -2.559
C: -0.728 3.078 -0.132
C: 3.936 0.362 3.877
B: -1.904 3.008 2.217
H: 4.782 -1.681 6.467
H: -1.129 -3.449 -3.348
H: 1.548 4.277 -2.235
H: -0.409 -1.925 3.435
H: 1.173 -4.733 0.051
H: 2.264 1.047 -0.171
H: 4.162 1.340 3.477
H: -1.731 -1.808 4.610
H: -0.141 4.230 -2.794
H: 0.707 2.720 -2.379
H: -2.872 2.551 1.686
H: -0.051 -1.621 5.155
H: -0.616 -5.196 -1.637
H: 1.298 5.598 -0.128
H: -0.601 3.175 4.737
H: -2.123 3.952 2.936
H: -0.034 0.766 5.958
H: 2.342 -2.540 -0.038
H: -0.045 5.136 2.237
H: 2.050 -2.370 3.231
H: 1.795 0.091 -1.352

Löwdin population analysis, charges in e, atoms 1 to 2: number 1, Pd, carries 0.508; number 2, Br, carries 0.757

Results for energy relative to the best compared isomer or geometry (same formula, charge and spin): 0.541 0.614 0.000 (in eV, following the order of the records).